# 1
This record from the Open Molecules 2025 dataset describes a structure of composition C13H20Br10F9InO9S3Ti at a distorted geometry. The level of theory is ωB97M-V/def2-TZVPD.

XYZ file:
```
66
Properties=species:S:1:pos:R:3:lowdin_spin:R:1
In 1.949 3.729 0.987 0.001
Ti -2.986 2.719 -2.653 1.984
C -2.492 5.293 0.660 0.000
F -2.163 4.926 1.915 0.000
F -2.628 4.090 0.000 0.004
F -3.588 6.059 0.646 0.000
S -1.050 6.314 -0.356 0.000
O -1.611 6.765 -1.618 0.001
O -0.557 7.378 0.491 0.000
O 0.034 5.283 -0.534 0.002
C 5.038 3.173 -2.937 -0.010
F 5.612 3.813 -3.993 -0.002
F 4.559 2.022 -3.362 -0.002
F 5.946 2.879 -2.038 -0.002
S 3.552 4.201 -2.242 -0.064
O 3.889 4.746 -0.934 0.379
O 3.232 5.235 -3.260 0.270
O 2.415 3.309 -1.917 0.415
C -1.107 -0.301 0.557 0.000
F -0.964 -1.026 -0.534 0.000
F -2.346 -0.384 0.930 0.000
F -0.182 -0.696 1.440 0.000
S -0.670 1.449 -0.006 0.002
O -1.462 1.927 -1.125 0.011
O -0.638 2.453 1.147 0.002
O 0.747 1.366 -0.401 0.000
Br -4.983 -0.433 3.734 0.000
C -3.528 -1.762 3.808 0.000
C -3.128 -2.284 5.201 0.000
Br -1.934 -3.932 5.177 0.000
H -2.631 -1.324 3.369 0.000
H -3.732 -2.695 3.283 0.000
H -4.042 -2.584 5.713 0.000
H -2.703 -1.488 5.812 0.000
Br -0.719 -0.210 -3.928 -0.002
C -1.432 -1.993 -3.489 0.000
C -2.390 -2.481 -4.591 0.000
Br -2.933 -4.344 -4.061 0.000
H -2.062 -1.861 -2.609 0.000
H -0.619 -2.692 -3.293 0.000
H -1.876 -2.464 -5.552 0.000
H -3.252 -1.816 -4.636 0.000
Br 4.117 1.161 0.000 0.010
C 3.982 -0.442 -1.256 0.000
C 2.889 -0.371 -2.263 0.000
Br 3.013 -1.887 -3.486 0.000
H 3.801 -1.276 -0.578 0.000
H 4.965 -0.523 -1.720 0.000
H 2.827 0.547 -2.846 0.000
H 1.928 -0.424 -1.751 0.000
Br -4.122 -5.080 -0.370 0.000
C -2.416 -4.159 0.176 0.000
C -1.172 -4.885 -0.337 0.000
Br 0.507 -4.010 0.289 0.000
H -2.341 -4.080 1.260 0.000
H -2.475 -3.215 -0.365 0.000
H -1.142 -4.931 -1.426 0.000
H -1.058 -5.884 0.084 0.000
Br 3.671 -2.555 2.507 0.000
C 1.951 -2.304 3.455 0.000
C 1.846 -1.005 4.261 0.000
Br 2.079 0.457 2.947 0.000
H 1.962 -3.155 4.136 0.000
H 1.051 -2.425 2.852 0.000
H 2.715 -0.936 4.914 0.000
H 0.857 -0.981 4.719 0.000
```

Charge: +1
E_tot in eV: -817895.1232
Multiplicity: 4

# 2
This record from the Open Molecules 2025 dataset describes a structure of composition C13H20BrCl3N3O3RuSi. The level of theory is ωB97M-V/def2-TZVPD.

XYZ file:
```
45
Properties=species:S:1:pos:R:3:lowdin_spin:R:1
Ru -0.662 1.071 -0.314 0.848
C 3.784 0.530 2.594 0.000
N 3.166 0.573 1.268 -0.001
C 4.100 0.611 0.138 0.000
C 1.873 0.665 1.070 0.001
O 1.374 0.764 -0.084 0.017
C 0.930 0.656 2.265 0.001
O -0.423 0.710 1.794 0.017
C -1.313 -0.352 2.204 0.001
C -1.493 -1.344 1.049 0.001
O -0.969 -1.061 -0.059 0.000
N -2.184 -2.441 1.249 0.000
C -2.806 -2.799 2.524 0.000
C -2.371 -3.409 0.164 0.000
H 4.581 -0.210 2.582 0.000
H 3.073 0.247 3.363 0.000
H 4.212 1.502 2.839 0.000
H 4.786 -0.229 0.222 0.000
H 4.669 1.540 0.167 0.000
H 3.552 0.542 -0.795 0.000
H 1.100 1.521 2.908 0.000
H 1.073 -0.252 2.850 0.000
H -2.261 0.122 2.457 0.000
H -0.911 -0.836 3.093 0.000
H -2.833 -1.960 3.212 0.000
H -2.268 -3.628 2.982 0.000
H -3.832 -3.109 2.335 0.000
H -1.645 -3.228 -0.621 0.000
H -3.381 -3.320 -0.236 0.000
H -2.233 -4.411 0.565 0.000
Br -2.183 -1.559 -5.059 -0.001
C -1.154 -0.197 -4.294 -0.001
C -0.401 0.669 -5.074 0.016
C 0.351 1.649 -4.444 -0.002
C 0.314 1.752 -3.071 0.010
N -0.427 0.918 -2.325 -0.003
C -1.147 -0.046 -2.921 0.011
H -0.402 0.575 -6.152 0.001
H 0.960 2.335 -5.014 0.000
H 0.902 2.490 -2.543 0.000
H -1.719 -0.699 -2.278 0.001
Cl -1.227 4.169 1.575 -0.006
Si -0.804 3.333 -0.199 -0.020
Cl -0.851 4.753 -1.605 -0.006
Cl -2.900 1.393 -0.382 0.115
```

Charge: +2
E_tot in eV: -142477.4093
Multiplicity: 2
Energy above the lowest of the compared OMol25 structures with the same formula, charge and spin in eV: 0.558

# 3
This record from the Open Molecules 2025 dataset describes a structure of composition C13H20CeN5O2S2 at a distorted geometry. The level of theory is ωB97M-V/def2-TZVPD.

XYZ file:
```
43
Properties=species:S:1:pos:R:3:lowdin_spin:R:1
Ce -0.696 -0.744 0.977 1.014
S 1.850 -1.683 1.457 -0.004
C 1.755 -0.679 2.848 0.000
S 0.208 -0.332 3.585 -0.005
C 2.890 -0.006 3.365 0.000
C 4.219 -0.456 3.175 0.000
N 5.288 -0.822 3.008 0.000
C 2.641 1.252 3.810 0.000
N 2.318 2.366 3.993 0.000
O -0.752 -0.560 -1.310 -0.002
C -1.082 -1.755 -1.472 0.000
O -1.331 -2.532 -0.519 0.001
C -1.214 -2.335 -2.892 0.000
N -1.166 -3.821 -2.790 0.000
C -2.279 -4.378 -3.606 0.000
C -3.374 -3.342 -3.421 0.000
C -2.608 -2.018 -3.485 0.000
H -0.413 -1.935 -3.517 0.000
H -1.345 -4.004 -1.779 0.000
H -0.257 -4.217 -3.040 0.000
H -2.551 -5.374 -3.263 0.000
H -1.971 -4.422 -4.650 0.000
H -3.878 -3.470 -2.462 0.000
H -4.126 -3.405 -4.203 0.000
H -3.106 -1.220 -2.939 0.000
H -2.502 -1.684 -4.515 0.000
N 1.485 3.913 1.994 0.000
C 0.026 3.999 1.970 0.000
C -0.531 2.574 1.920 0.000
N -0.093 1.850 0.692 -0.002
C 1.393 1.896 0.598 0.000
C 1.955 3.321 0.740 0.000
H 2.055 3.169 3.345 0.000
H 1.888 4.840 2.113 0.000
H -0.329 4.566 1.097 0.000
H -0.325 4.500 2.873 0.000
H -1.627 2.604 1.951 0.000
H -0.160 2.017 2.793 0.000
H -0.456 2.375 -0.117 0.000
H 1.707 1.472 -0.368 0.000
H 1.799 1.275 1.411 0.000
H 1.647 3.931 -0.120 0.000
H 3.045 3.273 0.750 0.000
```

Charge: +2
E_tot in eV: -59937.1086
Multiplicity: 2

# 4
This record from the Open Molecules 2025 dataset describes a cluster of 2 separate species, C13H20Cl2FN2O5 in total at a distorted geometry. The level of theory is ωB97M-V/def2-TZVPD.

XYZ file:
```
43
Properties=species:S:1:pos:R:3:nbo_charge:R:1
C -2.838 -0.136 -3.683 -0.348
C -1.669 -0.423 -3.614 0.195
N -0.353 -0.809 -3.475 -0.482
C -0.310 -2.240 -3.786 0.069
O -1.313 -2.975 -3.111 -0.297
O -0.695 -4.035 -2.406 -0.453
C 0.027 -0.552 -2.071 0.389
F -1.009 -0.841 -1.206 -0.371
C 0.264 0.963 -1.915 -0.425
C 1.115 1.317 -0.707 -0.401
C 0.543 0.796 0.613 -0.461
C 1.268 1.526 1.762 -0.212
N 1.352 0.800 3.028 -0.507
C 0.053 0.539 3.639 -0.417
C 2.187 -0.357 2.928 0.723
C 1.651 -1.731 2.557 -0.753
O 3.360 -0.244 3.161 -0.562
C 1.319 -1.302 -1.659 0.708
O 2.386 -0.995 -2.202 -0.752
O 1.161 -2.173 -0.823 -0.756
H -3.886 -0.187 -3.667 0.225
H 0.670 -2.674 -3.628 0.231
H -0.534 -2.334 -4.851 0.168
H -0.769 -3.756 -1.484 0.480
H 0.820 1.264 -2.803 0.226
H -0.670 1.518 -1.960 0.205
H 2.155 1.023 -0.803 0.237
H 1.121 2.414 -0.631 0.180
H -0.540 0.991 0.644 0.203
H 0.667 -0.284 0.652 0.239
H 0.816 2.507 1.905 0.188
H 2.282 1.732 1.418 0.208
H 0.079 -0.408 4.170 0.199
H -0.126 1.317 4.387 0.186
H -0.781 0.576 2.945 0.193
H 1.893 -1.890 1.503 0.296
H 2.164 -2.492 3.132 0.227
H 0.576 -1.806 2.676 0.211
C -2.934 3.195 1.934 -0.396
Cl -3.479 1.589 2.431 -0.024
Cl -1.722 3.132 0.647 -0.003
H -3.795 3.741 1.565 0.216
H -2.508 3.705 2.790 0.217
```

Charge: -1
E_tot in eV: -54782.0391

# 5
This record from the Open Molecules 2025 dataset describes a structure of composition C13H20Cl2FNO2SSi2 at a distorted geometry. The level of theory is ωB97M-V/def2-TZVPD.

XYZ file:
```
42
Properties=species:S:1:pos:R:3:nbo_charge:R:1
C -0.528 -3.579 0.376 -0.662
C -0.147 -3.574 -1.253 0.112
O -1.272 -4.042 -2.080 -0.751
C 0.459 -2.110 -1.673 -0.934
Si -0.931 -0.783 -2.079 1.662
O -2.001 -0.487 -0.719 -1.215
Si -3.460 -1.459 -0.778 1.563
N -3.918 -2.068 -2.406 -0.861
C -4.560 -1.075 -3.157 0.267
S -4.713 0.115 -4.410 0.051
C 0.049 0.835 -2.550 -0.645
Cl -0.077 1.036 -4.417 -0.091
C -0.570 2.204 -1.895 -0.192
C -0.102 2.439 -0.308 -0.666
Cl -2.407 2.422 -2.149 -0.072
H 0.294 -4.195 0.937 0.224
H -1.607 -4.023 0.541 0.237
H -0.499 -2.475 0.822 0.219
H 0.703 -4.406 -1.355 0.168
H -0.994 -4.254 -3.020 0.483
H 1.249 -1.694 -0.893 0.252
H 1.040 -2.275 -2.702 0.240
H -1.584 -1.227 -3.302 -0.186
H -4.554 -0.594 -0.279 -0.210
H -3.401 -2.599 0.130 -0.203
H 1.208 0.727 -2.301 0.263
H -0.062 3.111 -2.485 0.233
H -0.206 3.615 -0.129 0.227
H -0.729 1.803 0.447 0.246
H 1.067 2.227 -0.241 0.234
F 2.239 0.942 1.264 -0.327
C 2.461 1.565 2.428 0.396
C 1.790 2.750 2.709 -0.288
C 2.018 3.397 3.924 -0.190
C 2.924 2.857 4.840 -0.228
C 3.597 1.670 4.546 -0.191
C 3.360 1.018 3.337 -0.285
H 1.096 3.159 1.982 0.230
H 1.492 4.320 4.157 0.221
H 3.105 3.364 5.785 0.218
H 4.305 1.254 5.259 0.220
H 3.868 0.090 3.096 0.228
```

Charge: 0
E_tot in eV: -73741.5443